(1)
{
  "formula": "C23H20Cl2N2O3S",
  "method": "the ωB97M-V functional and the def2-TZVPD basis",
  "max_force_ev_per_a": 1.15,
  "homo_lumo_gap_ev": 9.22,
  "e_above_lowest_ev": 0.357,
  "smiles": "O=C(CN(c1cccc(Cl)c1)S(=O)(=O)c1ccc(Cl)cc1)N1CCc2ccccc2C1",
  "homo_ev": -8.85,
  "species": ["Cl", "Cl", "S", "O", "O", "O", "N", "N", "C", "C", "C", "C", "C", "C", "C", "C", "C", "C", "C", "C", "C", "C", "C", "C", "C", "C", "C", "C", "C", "C", "C", "H", "H", "H", "H", "H", "H", "H", "H", "H", "H", "H", "H", "H", "H", "H", "H", "H", "H", "H", "H"],
  "xyz": [[-1.836335, -5.104663, 3.095889], [4.015214, 0.579243, 2.734705], [-1.938870, 0.863352, 0.844287], [-1.977622, 1.580079, -0.400705], [0.361017, -2.022069, 0.196224], [-2.768000, 1.320380, 1.913685], [0.566564, -0.603313, -1.512091], [-2.328364, -0.722398, 0.487142], [-2.785913, -1.585102, 1.495910], [-2.646822, -3.616266, 2.757904], [2.003399, -0.853263, -1.453665], [1.088500, 1.522835, -2.598196], [-0.174981, -1.298921, -0.632786], [0.706184, 1.597933, 0.788552], [1.413300, -0.095858, 2.877513], [2.724120, -0.292014, -2.673921], [2.425338, 1.172010, -2.755104], [0.083444, 0.417693, -2.430548], [-1.703974, -1.235027, -0.715810], [-3.931783, -1.236598, 2.206922], [0.713943, 2.857320, -2.606368], [0.095633, -0.024208, 2.462633], [-3.779005, -3.275510, 3.479360], [2.370111, 0.680324, 2.236893], [3.005899, 3.490975, -2.937659], [1.674613, 3.839702, -2.780250], [2.026861, 1.535503, 1.198262], [-0.240439, 0.811253, 1.414376], [-2.136850, -2.785532, 1.775519], [3.383383, 2.158618, -2.918111], [-4.409008, -2.074952, 3.197524], [-2.059840, -2.258169, -0.867376], [4.422192, 1.884677, -3.031990], [-5.293463, -1.796656, 3.749457], [1.700197, -0.753958, 3.681791], [-0.112362, -0.041534, -3.411694], [-4.155873, -3.936071, 4.243585], [-1.230135, -3.050999, 1.253787], [-4.425351, -0.305851, 1.986770], [2.367908, -0.797370, -3.576195], [0.404181, 2.246156, -0.017950], [-0.666818, -0.618089, 2.940555], [2.779806, 2.138182, 0.714368], [3.794300, -0.475428, -2.580212], [1.384652, 4.879512, -2.787731], [3.753033, 4.259292, -3.069324], [-0.324581, 3.121536, -2.470012], [-0.841008, 0.852655, -2.050796], [2.409264, -0.397187, -0.542681], [2.147167, -1.934578, -1.370044], [-2.052825, -0.617646, -1.542396]],
  "atomic_forces_ev_per_a": [[0.1, -0.2, 0.1], [0.3, 0.0, 0.1], [0.1, 0.2, 0.2], [0.2, -0.2, 0.0], [-0.1, -0.2, 0.1], [0.1, -0.3, 0.2], [0.2, 0.0, -0.1], [0.4, 1.1, -0.1], [-0.5, -0.5, 0.8], [-0.2, 0.2, 0.0], [0.3, -0.4, 0.1], [0.0, 0.1, 0.0], [0.0, -0.3, -0.1], [-0.1, 0.1, -0.1], [0.0, 0.1, 0.0], [-0.1, 0.1, 0.1], [0.0, 0.0, -0.1], [-0.4, 0.1, -0.4], [0.1, 0.1, -0.4], [0.0, -0.1, 0.0], [0.0, -0.1, 0.0], [0.0, 0.0, 0.1], [0.1, 0.0, 0.0], [-0.4, 0.1, -0.1], [0.1, 0.1, 0.0], [0.0, 0.1, 0.0], [0.0, 0.0, 0.1], [-0.6, 0.1, -0.2], [0.0, 0.0, -0.1], [0.0, 0.0, 0.0], [0.0, 0.0, 0.0], [0.1, 0.2, 0.0], [0.1, 0.0, 0.0], [-0.1, 0.0, 0.0], [0.0, -0.1, 0.1], [0.0, 0.1, 0.1], [0.0, -0.1, 0.1], [0.1, 0.0, 0.0], [-0.1, 0.0, 0.0], [0.1, -0.1, 0.0], [0.1, 0.1, -0.1], [0.0, -0.1, 0.1], [0.1, 0.0, 0.0], [0.0, 0.0, 0.0], [0.0, 0.1, 0.0], [0.1, 0.1, 0.0], [-0.1, 0.0, 0.0], [0.1, -0.1, -0.1], [0.0, -0.1, -0.1], [0.0, 0.2, 0.0], [0.1, -0.2, -0.1]]
}

(2)
{
  "formula": "C23H20ClF5N3ORhSe",
  "method": "the ωB97M-V functional and the def2-TZVPD basis",
  "max_force_ev_per_a": 0.98,
  "homo_lumo_gap_ev": 6.84,
  "e_above_lowest_ev": 0.420,
  "homo_ev": -7.66,
  "species": ["Rh", "Se", "Cl", "F", "F", "F", "F", "F", "O", "N", "N", "N", "C", "C", "C", "C", "C", "C", "C", "C", "C", "C", "C", "C", "C", "C", "C", "C", "C", "C", "C", "C", "C", "C", "C", "H", "H", "H", "H", "H", "H", "H", "H", "H", "H", "H", "H", "H", "H", "H", "H", "H", "H", "H", "H"],
  "xyz": [[-0.288928, -0.220696, 0.000834], [-2.304188, -1.192222, -0.661411], [-0.908826, 1.133663, 1.664900], [-3.363761, -1.813851, -3.422954], [-5.294212, 2.288159, -4.597489], [-4.697003, -0.297039, -5.193291], [-3.300032, 1.809072, -0.399899], [-4.565025, 3.325871, -2.198385], [1.932993, -0.187107, 0.378645], [3.517138, 0.961519, 1.444504], [-0.213891, -1.913288, 1.387883], [-0.600114, -5.557218, 3.355029], [-0.164951, 3.334201, -2.884248], [-4.330589, 0.220676, -4.017798], [-3.239634, -0.040310, -1.867982], [-0.454938, 4.597367, -2.359379], [2.977276, 1.599584, -0.850193], [3.303713, 0.116920, 2.614716], [-1.078307, -2.065029, 2.397641], [-3.576537, 1.275249, -1.582797], [-4.254240, 2.063481, -2.496833], [0.427442, -4.198711, 1.650515], [-0.285156, 1.185901, -1.345591], [-0.245399, 2.175677, -2.045987], [4.503414, 2.029762, 1.500362], [-1.240906, -3.250834, 3.075977], [0.209837, 3.231291, -4.226673], [-0.483676, -4.365431, 2.700900], [-3.646138, -0.546296, -3.093320], [0.286910, 4.362828, -5.022705], [-0.007044, 5.612507, -4.494796], [2.764952, 0.738176, 0.360259], [0.521902, -2.973311, 1.035397], [-0.376274, 5.724353, -3.161042], [-4.630898, 1.537089, -3.719122], [0.433931, 2.254909, -4.636349], [5.398286, 1.786445, 0.923360], [4.091437, 2.965891, 1.128222], [4.016466, 1.541216, -1.179499], [2.396366, 0.410436, 3.145503], [3.192471, -0.920302, 2.307925], [-0.608283, 6.695728, -2.742967], [-0.199074, -6.380305, 2.943345], [-1.653381, -1.185172, 2.655590], [-1.385140, -5.702328, 3.963869], [4.792796, 2.181627, 2.536398], [1.047475, -5.020197, 1.316861], [2.750130, 2.643792, -0.631446], [4.160970, 0.209618, 3.276690], [0.575008, 4.267798, -6.062041], [0.043653, 6.493543, -5.121385], [-1.959484, -3.314892, 3.882299], [2.309991, 1.263621, -1.636466], [1.223463, -2.814213, 0.225185], [-0.749047, 4.676580, -1.320904]],
  "atomic_forces_ev_per_a": [[0.5, -0.8, -0.2], [-0.2, 0.3, 0.1], [0.1, 0.2, 0.1], [0.0, 0.0, 0.0], [0.0, 0.0, 0.0], [0.0, 0.0, 0.0], [0.1, 0.0, 0.1], [0.0, 0.0, 0.0], [-0.2, 0.0, 0.1], [0.0, 0.0, -0.1], [-0.2, 0.1, -0.2], [0.0, 0.0, 0.0], [0.0, 0.0, 0.0], [0.0, 0.0, 0.0], [0.0, 0.0, -0.1], [0.0, 0.0, 0.0], [0.0, 0.0, 0.0], [0.0, 0.0, 0.0], [0.0, 0.0, 0.0], [-0.1, -0.1, 0.0], [0.0, 0.0, 0.0], [0.0, 0.0, 0.0], [-0.2, 0.3, 0.3], [0.0, -0.2, -0.1], [0.0, 0.0, 0.0], [0.0, 0.0, 0.0], [0.0, 0.0, 0.0], [0.0, 0.0, 0.0], [0.1, 0.0, 0.0], [0.0, 0.0, 0.0], [0.0, 0.0, 0.0], [0.0, 0.2, 0.1], [0.1, 0.0, 0.1], [0.0, 0.0, 0.0], [0.0, 0.0, 0.0], [0.0, 0.0, 0.0], [0.0, 0.0, 0.0], [0.0, 0.0, 0.0], [0.0, 0.0, 0.0], [0.0, 0.0, 0.0], [0.0, 0.0, 0.0], [0.0, 0.0, 0.0], [0.0, 0.0, 0.0], [0.0, 0.0, 0.0], [0.0, 0.0, 0.0], [0.0, 0.0, 0.0], [0.0, 0.0, 0.0], [0.0, 0.0, 0.0], [0.0, 0.0, 0.0], [0.0, 0.0, 0.0], [0.0, 0.0, 0.0], [0.0, 0.0, 0.0], [0.0, 0.0, 0.0], [0.0, 0.0, 0.0], [0.0, 0.0, 0.0]]
}

(3)
{
  "formula": "C23H20Co2O10",
  "method": "the ωB97M-V functional and the def2-TZVPD basis",
  "max_force_ev_per_a": 3.23,
  "homo_lumo_gap_ev": 5.35,
  "homo_ev": -0.42,
  "charge": -2,
  "species": ["Co", "Co", "O", "O", "O", "O", "O", "O", "O", "O", "O", "O", "C", "C", "C", "C", "C", "C", "C", "C", "C", "C", "C", "C", "C", "C", "C", "C", "C", "C", "C", "C", "C", "C", "C", "H", "H", "H", "H", "H", "H", "H", "H", "H", "H", "H", "H", "H", "H", "H", "H", "H", "H", "H", "H"],
  "xyz": [[0.118242, -1.783233, 2.075193], [-1.987857, -0.210912, 3.035067], [1.532076, -3.211321, -0.075535], [-2.205576, -0.443380, -2.428823], [-3.489219, 2.198448, 2.343536], [2.128094, 1.195558, -2.071706], [-0.979908, -3.889270, 3.809230], [-0.532925, -1.973125, -2.303539], [-3.852118, -1.850213, 4.548902], [1.840835, -1.018824, -2.436424], [-0.143182, 0.991456, 4.982833], [2.502343, -1.083376, 3.720227], [1.385794, 0.234997, -2.308168], [0.942770, -2.722883, 0.783750], [3.685577, -2.531515, -2.405696], [-3.093237, -1.143765, 4.022242], [-0.588251, 1.720200, -2.592442], [-1.455299, -1.242976, 1.355081], [3.247589, -1.101582, -2.228306], [-0.921241, 0.515557, 4.278386], [-4.504201, -1.218879, -2.189519], [-0.550988, -0.180813, 1.298792], [1.931264, 1.629999, 1.367748], [2.971570, 2.549048, 1.444801], [-2.951724, 1.237007, 2.721104], [-0.045855, 0.376431, -2.470981], [-0.462568, 1.119054, 0.874440], [0.422623, 3.417716, 0.789348], [-0.519098, -3.101150, 3.110023], [0.630959, 2.042758, 1.044317], [1.461861, 4.331164, 0.871197], [1.575900, -1.403650, 3.091838], [-3.071199, -1.585806, -2.496834], [2.749531, 3.908727, 1.210666], [-0.890505, -0.798037, -2.407005], [3.973459, 2.197866, 1.678958], [-2.119133, -1.680805, 0.617552], [-0.569026, 3.741853, 0.508203], [3.764964, -0.451418, -2.949352], [-1.323735, 1.825568, -3.395454], [1.289596, 5.384110, 0.671946], [-1.052976, 2.070163, -1.663559], [2.122175, 0.565684, 1.476589], [4.751614, -2.553063, -2.131274], [-2.735958, -2.348899, -1.784529], [-4.946079, -0.593941, -2.977519], [3.477444, -0.756881, -1.208827], [3.099804, -3.204549, -1.759444], [-5.055148, -2.167362, -2.135027], [3.561165, -2.835620, -3.456024], [0.257562, 2.378923, -2.806918], [-1.364401, 1.542173, 0.409494], [-4.593332, -0.695500, -1.227588], [-2.999223, -2.011680, -3.507397], [3.579140, 4.619993, 1.276437]],
  "atomic_forces_ev_per_a": [[1.9, -1.4, 2.0], [1.6, 0.5, 2.0], [-0.8, 0.2, 1.4], [-1.8, -0.8, 0.0], [0.3, -1.1, 1.1], [0.6, -0.3, -0.2], [0.4, 0.3, -0.5], [-0.9, -0.1, -0.1], [0.2, 1.1, 0.0], [1.5, -0.6, 0.0], [-0.6, -0.3, -0.3], [-1.6, -0.9, -1.1], [-2.5, 1.5, 0.0], [0.7, 0.2, -1.8], [0.0, -0.2, 0.0], [-0.4, -2.8, -0.2], [-0.2, 1.2, 0.0], [-2.0, 1.9, -0.8], [-0.2, 0.1, 0.2], [0.6, 0.1, 0.3], [-0.1, 0.2, -0.1], [-0.6, 0.1, -0.8], [0.1, 0.1, -0.1], [-0.2, 0.1, 0.1], [-0.5, 1.8, -2.6], [0.7, -2.8, -0.1], [-0.6, -1.0, 0.2], [0.3, -0.3, 0.1], [-0.8, -0.3, 0.6], [0.3, 0.4, -0.2], [0.2, -0.1, 0.2], [1.2, 1.4, 0.8], [0.3, 0.2, 0.1], [0.0, -0.2, 0.0], [2.7, 1.2, 0.1], [-0.1, 0.0, 0.0], [0.2, 0.0, 0.0], [-0.1, 0.1, 0.0], [0.0, 0.0, 0.3], [-0.1, 0.0, 0.0], [-0.1, 0.0, 0.0], [-0.2, 0.2, 0.0], [0.0, 0.2, 0.0], [-0.2, -0.3, -0.1], [0.1, 0.2, -0.2], [0.1, -0.1, 0.2], [0.1, 0.1, -0.3], [0.4, 0.3, -0.3], [-0.1, 0.3, 0.0], [0.1, 0.0, 0.3], [-0.2, 0.2, 0.1], [0.4, -0.2, 0.0], [0.1, -0.2, -0.2], [0.0, -0.1, 0.2], [-0.3, -0.2, -0.1]]
}